Entry 1:
Here is a single C3H5NS2 molecule in a non-equilibrium geometry from the OMol25 dataset. Energies are from wB97M-V/def2-TZVPD.

XYZ file:
```
11
Properties=species:S:1:pos:R:3:forces:R:3
C 0.153 1.274 0.060 -3.33 2.92 -3.42
C 1.162 -0.985 0.141 0.67 4.38 -1.61
C -1.214 -0.923 -0.129 -1.87 6.90 1.32
H 0.717 1.792 -0.931 -0.63 -1.64 3.34
H -0.995 1.686 -0.351 3.03 -1.13 2.02
H 0.395 1.626 1.151 -0.22 -0.67 -2.47
H 1.069 -2.032 0.197 -0.52 -1.11 0.18
H -1.161 -1.939 -0.231 0.61 -2.41 -0.32
N 0.016 -0.163 -0.107 -0.45 -4.03 1.11
S 2.598 -0.186 0.071 -0.10 -1.35 0.59
S -2.739 -0.151 0.128 2.81 -1.86 -0.74
```
Positions in Å, forces in eV/Å.

The value obtained for the HOMO-LUMO gap is 7.8 eV. The energy above the lowest of the compared OMol25 structures with the same formula, charge and spin is 2.825 eV. As for the SMILES: CN(C=S)C=S. The spin multiplicity is 1.

Entry 2:
Here is a single C6H10 molecule in a non-equilibrium geometry from the OMol25 dataset. Energies are from wB97M-V/def2-TZVPD.

XYZ file:
```
16
Properties=species:S:1:pos:R:3:forces:R:3
C -1.701 1.134 -0.813 0.94 1.84 1.43
C -1.112 -0.050 -0.093 -0.66 0.19 -0.61
C -1.828 -0.833 0.707 0.26 -0.10 0.71
C 2.720 -0.336 0.217 0.58 -1.05 -0.27
C 1.332 0.169 0.421 0.12 0.62 -1.01
C 0.326 -0.266 -0.345 0.17 0.02 -0.47
H -2.765 1.344 -0.817 -0.30 -0.98 -0.43
H -1.391 1.982 -0.188 0.30 0.29 0.02
H -1.180 1.381 -1.736 -0.38 -0.46 -0.31
H -2.721 -0.484 1.212 -0.57 -0.14 -0.79
H -1.489 -1.807 1.039 0.48 0.25 0.30
H 2.848 -0.846 -0.743 -0.20 0.32 -0.22
H 2.878 -1.183 0.895 0.02 0.26 0.32
H 3.576 0.325 0.352 -0.34 0.37 0.09
H 1.216 1.057 1.031 -0.38 -0.59 1.01
H 0.607 -0.646 -1.327 -0.04 -0.85 0.22
```
Positions in Å, forces in eV/Å.

The value obtained for the HOMO-LUMO gap is 10.0 eV. The energy above the lowest of the compared OMol25 structures with the same formula, charge and spin is 1.875 eV. As for the SMILES: C=C(C)/C=C/C. The spin multiplicity is 1.

Entry 3:
Here is a molecular structure, C32H32BeN2O5STe in a non-equilibrium geometry from the OMol25 dataset. Energies are from wB97M-V/def2-TZVPD.

XYZ file:
```
74
Properties=species:S:1:pos:R:3:forces:R:3
Be 7.405 10.827 16.497 0.30 -0.16 -0.74
N 6.955 7.968 14.075 0.52 -0.09 -0.02
C 6.865 9.086 14.814 0.01 -0.29 0.32
O 7.769 9.364 15.629 -0.24 -0.22 -0.12
C 5.705 10.043 14.678 -0.76 -0.75 -1.06
C 5.765 11.075 15.794 0.18 0.25 -0.03
H 7.833 7.444 14.049 -0.57 0.31 0.24
H 6.269 7.743 13.377 -0.09 0.15 -0.04
H 4.718 9.508 14.568 0.93 0.09 0.32
H 5.821 10.443 13.648 0.12 0.18 0.50
H 4.934 10.880 16.466 -0.07 -0.01 0.31
H 5.548 12.046 15.343 0.12 0.17 0.18
O 11.809 8.931 19.116 -0.29 0.34 -0.06
S 11.022 10.063 19.530 1.30 0.94 1.35
O 11.707 11.217 20.100 -0.31 -0.88 -0.73
N 9.999 10.555 18.358 0.93 -0.22 -0.01
C 8.782 10.372 18.743 -1.25 0.21 -0.83
O 7.773 10.659 18.020 -0.48 -0.05 0.38
C 8.581 9.798 20.095 0.17 0.34 0.14
C 7.420 9.490 20.749 0.25 -0.61 -0.25
C 7.449 8.867 21.970 0.23 -0.52 1.61
C 8.689 8.607 22.581 -0.02 0.49 -0.33
C 9.867 8.989 21.932 0.84 -0.59 1.23
C 9.780 9.580 20.707 0.41 -0.18 -0.79
H 6.546 9.573 20.200 -1.84 0.47 -0.70
H 6.526 8.574 22.512 0.65 0.25 -0.62
H 8.755 8.146 23.563 -0.12 0.01 -0.20
H 10.857 8.806 22.388 -0.69 0.07 -0.24
Te 9.419 8.344 11.596 1.11 0.12 0.56
C 10.504 8.135 9.788 -0.31 -0.40 0.38
C 11.034 9.195 9.091 0.30 0.64 -1.26
C 11.645 8.979 7.846 0.03 -0.99 0.08
C 11.799 7.653 7.365 -0.02 2.01 -0.09
C 11.352 6.601 8.117 -0.26 0.35 -0.05
C 10.677 6.857 9.295 -0.03 -0.62 0.26
C 7.546 8.683 10.820 -1.07 1.09 -0.30
C 6.820 9.854 11.196 1.32 -0.74 -0.05
C 5.563 10.051 10.664 -0.47 0.02 0.14
C 5.047 9.116 9.763 -0.38 0.40 0.01
C 5.769 8.004 9.357 -0.91 0.64 -0.51
C 7.014 7.786 9.898 0.01 0.16 0.52
H 10.903 10.205 9.436 0.02 0.23 0.18
H 12.002 9.798 7.220 -0.14 -0.11 0.37
H 12.205 7.535 6.369 0.20 -0.25 0.08
H 11.461 5.613 7.744 0.03 -0.76 -0.10
H 10.263 6.031 9.840 -0.08 -0.30 0.21
H 7.308 10.579 11.881 -0.52 -0.53 -0.55
H 4.965 10.920 10.963 0.25 -0.35 -0.19
H 4.048 9.271 9.366 0.14 0.03 -0.02
H 5.323 7.397 8.563 0.37 -0.16 0.48
H 7.540 6.891 9.655 0.47 -0.41 -0.24
C 12.615 16.282 13.051 -0.60 0.75 0.26
C 11.791 15.232 13.726 -0.42 0.03 -1.35
C 10.516 14.872 13.244 0.44 -0.76 1.67
C 9.855 13.787 13.847 0.48 0.51 0.00
C 8.538 13.346 13.318 -0.42 0.43 -1.02
C 10.484 13.099 14.908 -0.13 -0.62 -0.25
C 9.828 11.982 15.617 -1.50 0.82 0.32
O 8.589 11.797 15.590 1.41 0.35 0.01
C 11.791 13.430 15.313 -0.17 -0.35 0.08
C 12.457 12.623 16.392 0.44 -0.72 -0.61
C 12.429 14.485 14.692 -0.25 -0.06 0.75
H 13.373 16.632 13.732 0.42 0.16 0.07
H 12.083 17.153 12.673 -0.43 0.03 0.28
H 13.064 15.883 12.174 0.68 -0.57 -0.67
H 10.018 15.453 12.491 -0.03 0.08 -0.35
H 8.322 13.914 12.398 0.03 -0.28 0.24
H 7.708 13.493 13.990 -0.13 0.12 0.40
H 8.539 12.287 13.079 0.07 -0.16 -0.06
H 10.426 11.396 16.319 -0.15 -0.15 -0.22
H 11.905 12.700 17.313 -0.23 -0.15 0.50
H 13.475 12.966 16.607 -0.19 -0.14 -0.27
H 12.466 11.543 16.069 0.28 1.01 0.57
H 13.411 14.789 15.030 0.10 -0.10 -0.06
```
Positions in Å, forces in eV/Å.

The value obtained for the HOMO-LUMO gap is 8.1 eV. The energy above the lowest of the compared OMol25 structures with the same formula, charge and spin is 0.000 eV. The spin multiplicity is 1.

> Which value of HOMO-LUMO gap does entry 1 give?

7.8 eV